Entry 1:
2 unconnected molecules or ions with the total composition C6H14O in a non-equilibrium geometry, computed with wB97M-V/def2-TZVPD.

Cartesian coordinates (Å):
C -0.7968 1.7940 1.0431
C 0.0909 0.7346 0.9069
C 0.6487 -0.0664 2.0842
C 0.3181 0.5410 3.4324
C 0.6134 0.4568 -0.5018
C -0.3207 0.9111 -1.6400
H -1.1769 2.0379 2.0285
H -0.7188 2.6092 0.2316
H 1.7281 0.0506 1.9946
H 0.2783 -1.0935 2.1238
H 0.3770 1.6203 3.3060
H 0.7720 0.2441 4.3225
H -0.7578 0.4137 3.6720
H 0.7884 -0.5749 -0.4396
H 1.6373 0.9334 -0.5487
H -1.3490 0.4790 -1.4747
H 0.0815 0.6312 -2.5874
H -0.5077 2.0149 -1.6833
O -0.3324 -4.4692 -5.7298
H -1.3121 -4.2979 -5.5335
H -0.0615 -4.9699 -5.0068

Properties
- HOMO level (Ha) = -0.32881
- structure (SMILES) = C=C(CC)CC.O
- F_max (eV/A) = 3.79
- calculated total energy (hartree) = -312.1814
- orbital gap (eV) = 9.82

Atom charges from the Löwdin analysis, given in e for atoms 1 to 2:
1. C 0.04
2. C -0.31

***

Entry 2:
C5H3NO in the gas phase in a non-equilibrium geometry, computed with wB97M-V/def2-TZVPD.

Cartesian coordinates (Å):
O 1.0092 -2.5594 -0.6507
C 0.1232 -1.8392 -0.4792
C -1.2832 -1.5429 -0.4193
N -1.7357 -0.3931 -0.1247
C -0.7650 0.5636 0.1362
C -0.2782 1.7145 0.4519
C 0.7214 0.5801 0.1524
H -0.3441 2.7540 0.7385
H 1.2821 0.5987 -0.7885
H 1.2704 0.1237 0.9833

Properties
- HOMO level (Ha) = -0.34265
- structure (SMILES) = O=C=C=NC1=CC1
- F_max (eV/A) = 1.15
- calculated total energy (hartree) = -322.1212
- orbital gap (eV) = 8.22

Atom charges from the Löwdin analysis, given in e for atoms 1 to 2:
1. O 0.20
2. C -0.15

***

Entry 3:
C22H29N3O4S in the gas phase in a non-equilibrium geometry, computed with wB97M-V/def2-TZVPD.

Cartesian coordinates (Å):
C 4.0946 -3.1100 -4.3047
O 2.8099 -2.9490 -3.7588
C 2.2870 -1.6955 -3.6755
C 2.9292 -0.5362 -4.0984
C 2.3061 0.6923 -3.9550
C 1.0351 0.7964 -3.4114
C 0.3989 2.1388 -3.1847
C 0.9808 2.8031 -1.9250
N 0.8147 1.9782 -0.7515
C -0.1472 2.2125 0.1721
O -0.8410 3.2151 0.1619
C -0.3164 1.1222 1.1779
C -0.5193 -0.1535 0.6656
C -0.8985 -1.2024 1.4748
S -1.2742 -2.7787 0.7350
O -1.1756 -3.8050 1.7306
O -0.5246 -2.9202 -0.4798
N -2.8921 -2.6742 0.2968
C -3.1551 -1.7569 -0.7818
C -3.7971 -2.5899 1.4139
C -1.1052 -0.9913 2.8280
C -0.8817 0.2536 3.3657
C -0.4569 1.3448 2.5731
N -0.1665 2.5262 3.1624
C 0.5710 3.6149 2.5532
C 1.1233 4.4029 3.7370
C 0.0196 4.2292 4.7736
C -0.3804 2.7696 4.5777
C 0.3947 -0.3725 -3.0109
C 1.0065 -1.6017 -3.1268
H 4.8525 -2.5782 -3.7195
H 4.2988 -4.1789 -4.2674
H 4.1366 -2.7712 -5.3456
H 3.9151 -0.5732 -4.5352
H 2.8227 1.5845 -4.2805
H -0.6787 2.0259 -3.0564
H 0.5803 2.7985 -4.0349
H 2.0482 2.9970 -2.0682
H 0.4634 3.7437 -1.7243
H 1.2799 1.0833 -0.7576
H -0.4010 -0.3484 -0.3885
H -4.1255 -1.9871 -1.2227
H -3.1535 -0.7096 -0.4491
H -2.3778 -1.9076 -1.5267
H -4.7976 -2.8786 1.0906
H -3.8372 -1.5789 1.8420
H -3.4453 -3.2913 2.1661
H -1.4145 -1.8195 3.4454
H -1.0330 0.3914 4.4229
H 1.3572 3.2257 1.9003
H -0.0959 4.2390 1.9472
H 2.0503 3.9530 4.0955
H 1.3125 5.4437 3.4858
H -0.8191 4.8837 4.5360
H 0.3488 4.4333 5.7902
H 0.2608 2.1144 5.1828
H -1.4237 2.5889 4.8499
H -0.6075 -0.3176 -2.6092
H 0.5207 -2.4972 -2.7740

Properties
- HOMO level (Ha) = -0.29267
- structure (SMILES) = COc1ccc(CCNC(=O)c2cc(S(=O)(=O)N(C)C)ccc2N2CCCC2)cc1
- F_max (eV/A) = 1.08
- calculated total energy (hartree) = -1719.1439
- orbital gap (eV) = 8.64

Atom charges from the Löwdin analysis, given in e for atoms 1 to 2:
1. C -0.09
2. O -0.08

***

Entry 4:
9 unconnected molecules or ions with the total composition C12H42N12O12 in a non-equilibrium geometry, computed with wB97M-V/def2-TZVPD.

Cartesian coordinates (Å):
N 1.5318 -3.2977 0.7895
C 2.6396 -2.7148 1.0586
N 3.1411 -3.2103 2.1028
O 3.1524 -1.8543 0.3467
H 0.8887 -2.8402 0.1591
H 1.2331 -3.9880 1.4635
H 4.0493 -2.9707 2.4740
H 2.6499 -3.8737 2.6848
N -1.2109 2.0677 -2.2395
C -2.3741 2.6706 -2.0624
N -2.7549 3.4129 -3.0822
O -3.1624 2.4117 -1.1966
H -0.8499 1.5914 -1.4253
H -0.7116 2.1469 -3.1139
H -1.9776 3.6764 -3.6708
H -3.5976 3.9697 -3.0794
N 4.6251 3.7217 -0.7497
C 3.6446 4.5096 -0.9480
N 2.4708 4.0261 -0.7267
O 3.7855 5.5941 -1.3937
H 4.4388 2.9021 -0.1897
H 5.5023 3.9688 -1.1852
H 1.7741 4.7467 -0.8514
H 2.3799 3.1481 -0.2359
N 3.6948 1.9268 3.3681
C 3.4860 1.3757 2.2664
N 4.1508 0.2811 2.0841
O 2.7568 1.8932 1.4303
H 4.3874 1.5088 3.9728
H 3.0054 2.5828 3.7063
H 4.4435 0.0382 3.0197
H 4.2867 -0.1917 1.2020
N -0.6365 0.9960 0.5545
C -0.0871 -0.0646 0.0135
N 1.1970 0.1040 0.0047
O -0.6815 -1.0969 -0.3353
H -1.6250 0.9830 0.7613
H -0.2167 1.8293 0.9414
H 1.5632 1.0021 0.2864
H 1.8818 -0.6187 -0.1652
N -2.4132 -3.0720 0.4238
C -2.4960 -3.6743 1.5502
N -3.1880 -4.7234 1.5716
O -1.8347 -3.2457 2.5109
H -1.8256 -2.2841 0.1913
H -2.9379 -3.5110 -0.3192
H -3.6902 -5.0558 0.7608
H -3.0393 -5.3093 2.3807
O 0.8982 -3.1844 -4.3044
C 0.3536 -2.9026 -2.9795
C 0.2188 -4.1771 -2.1657
O -0.9476 -4.8339 -2.6003
H 0.4694 -3.9883 -4.6069
H 0.9239 -2.1791 -2.3970
H -0.6389 -2.4519 -2.9832
H -0.1774 -3.8266 -1.2127
H 1.1817 -4.6828 -2.0938
H -1.6775 -4.2111 -2.6317
O -0.2394 3.9941 1.6236
C 0.2395 4.0347 2.9632
C -0.6782 3.4480 3.9856
O -0.0388 3.2331 5.2987
H -0.8187 4.7576 1.6793
H 1.1883 3.5128 3.0877
H 0.4406 5.0732 3.2262
H -1.2200 2.5549 3.6743
H -1.3682 4.2352 4.2895
H -0.3987 2.4214 5.6638
O -4.6951 0.2806 -1.9420
C -3.6532 -0.6271 -2.1658
C -4.1603 -1.8434 -2.8489
O -3.3021 -2.8831 -2.6069
H -4.2457 1.0646 -1.6180
H -2.9457 -0.1065 -2.8112
H -3.1045 -0.8576 -1.2526
H -4.1383 -1.6128 -3.9140
H -5.1929 -2.0379 -2.5591
H -3.7227 -3.6922 -2.9070

Properties
- HOMO level (Ha) = -0.33159
- structure (SMILES) = NC(N)=O.NC(N)=O.NC(N)=O.NC(N)=O.NC(N)=O.NC(N)=O.OCCO.OCCO.OCCO
- F_max (eV/A) = 8.18
- calculated total energy (hartree) = -2042.4320
- orbital gap (eV) = 9.11

Atom charges from the Löwdin analysis, given in e for atoms 1 to 2:
1. N 0.22
2. C -0.78